This record from the Open Molecules 2025 dataset describes a molecular structure, C27H26BrCl2N4O3Sc. The level of theory is ωB97M-V/def2-TZVPD.

For the orbital gap, the calculation gives 7.507 eV. The calculation puts the largest force on an atom at 0.2 eV Å⁻¹. Its electronic energy is -156305.258 eV.

Structure (ORCA input):
```
! wB97M-V def2-TZVPD RIJCOSX def2/J DEFGRID3
* xyz 2 1
Sc -0.22594 -0.09199 0.08772
N 1.61460 1.28259 0.46025
C 2.88459 0.59865 0.27492
C 4.08728 1.16465 0.58552
C 5.29120 0.46574 0.35494
C 5.26852 -0.78235 -0.19624
C 4.03564 -1.39332 -0.52648
C 3.94376 -2.67902 -1.10510
C 2.71831 -3.20931 -1.39799
C 1.57194 -2.46076 -1.09755
N 1.61175 -1.25760 -0.55297
C 2.83366 -0.70151 -0.27607
H 1.55322 1.66821 1.39997
H 1.56274 2.08177 -0.16944
H 4.12090 2.16344 1.00433
H 6.23110 0.93502 0.60910
H 6.18797 -1.31950 -0.38921
H 4.85137 -3.23169 -1.31425
H 2.61477 -4.18628 -1.84671
H 0.58624 -2.86224 -1.30313
Cl -4.24462 5.69257 -2.31785
C -3.40097 4.42324 -1.51781
C -3.56151 4.26043 -0.13586
C -2.90194 3.25665 0.53792
Cl -3.12255 3.06231 2.23797
C -2.04743 2.36945 -0.13632
O -1.42531 1.41302 0.51063
C -1.90362 2.54086 -1.53523
C -1.10001 1.65602 -2.31274
O -0.45660 0.67509 -1.88466
C -2.58344 3.57421 -2.21432
H -4.21266 4.93165 0.40859
H -1.05295 1.85001 -3.39034
H -2.45849 3.69102 -3.28343
Br 0.30474 -1.73730 6.78329
C 0.18251 -1.28609 4.97810
C -0.53060 -0.16227 4.58135
C -0.59687 0.13506 3.23594
N 0.00156 -0.61439 2.29322
C 0.68544 -1.70003 2.69250
C 0.80198 -2.07280 4.01380
H -1.02607 0.46937 5.30439
H -1.15128 0.99688 2.88230
H 1.15692 -2.29100 1.91654
H 1.36241 -2.95477 4.28761
O -1.47991 -1.68653 -0.21974
C -2.58686 -2.26146 -0.06471
C -3.50443 -1.90330 1.05210
C -4.65388 -1.10596 0.35023
C -4.32258 -0.45273 -1.01514
C -4.34660 -1.36514 -2.26059
C -3.19254 -2.36556 -2.36054
N -3.08523 -3.02898 -1.03810
H -2.97270 -1.30110 1.78632
H -3.90048 -2.78884 1.55036
H -4.97339 -0.32574 1.03989
H -5.51194 -1.76748 0.21702
H -3.36793 0.08273 -0.95635
H -5.07451 0.32059 -1.17689
H -4.34851 -0.74539 -3.15965
H -5.29359 -1.91345 -2.27278
H -2.24134 -1.87866 -2.56612
H -3.36255 -3.11854 -3.12563
H -3.95546 -3.47637 -0.77504
*
```

Here are the Mulliken charges for atoms 1 to 6, given in e: -0.017, -0.135, 0.461, -0.471, -0.783, -0.971

This record from the Open Molecules 2025 dataset describes 2 unconnected molecules or ions with the total composition C3H9NO3 at a distorted geometry. The level of theory is ωB97M-V/def2-TZVPD.

For the orbital gap, the calculation gives 10.090 eV. The calculation puts the largest force on an atom at 1.3 eV Å⁻¹. Its SMILES is O=CNCCO.O. Its electronic energy is -10889.330 eV.

Structure (ORCA input):
```
! wB97M-V def2-TZVPD RIJCOSX def2/J DEFGRID3
* xyz 0 1
C 0.28510 -1.91254 -0.53989
N -0.03676 -1.25573 0.63433
C 0.91081 -0.23388 1.07872
C 1.15634 0.94103 0.15013
O 0.11123 1.89374 0.14284
O -0.51891 -2.34788 -1.32302
H 1.38395 -1.99737 -0.62987
H -0.98334 -0.89039 0.54736
H 0.70535 0.08968 2.09928
H 1.85866 -0.74536 1.22914
H 2.03943 1.46781 0.51501
H 1.37592 0.56549 -0.85844
H -0.71707 1.42770 -0.04895
H -2.07944 1.28098 -1.55091
H -3.22983 0.86207 -0.74427
O -2.26144 0.85464 -0.70146
*
```

Here are the Mulliken charges for atoms 1 to 6, given in e: 0.096, -0.234, -0.829, -0.258, -0.495, -0.534

This record from the Open Molecules 2025 dataset describes a single C3H2N2O3 molecule at a distorted geometry. The level of theory is ωB97M-V/def2-TZVPD.

For the orbital gap, the calculation gives 10.480 eV. The calculation puts the largest force on an atom at 3.4 eV Å⁻¹. Its SMILES is [H]/N=C1/NC(=O)C(=O)O1. Its electronic energy is -12265.655 eV.

Structure (ORCA input):
```
! wB97M-V def2-TZVPD RIJCOSX def2/J DEFGRID3
* xyz 0 1
C 0.59595 0.36192 0.66443
C -0.78824 -0.97006 -0.60181
C -0.25082 0.29564 -1.40011
H 1.40255 1.69885 1.57024
H -0.39419 -1.37101 1.57247
N 1.06402 0.81035 1.72373
N -0.05316 -0.87982 0.63786
O -1.67672 -1.61964 -1.07811
O -0.53244 0.73930 -2.46701
O 0.63305 0.93446 -0.62169
*
```

Here are the Mulliken charges for atoms 1 to 6, given in e: 0.373, 0.289, 0.716, 0.284, 0.337, -0.589

This record from the Open Molecules 2025 dataset describes 2 unconnected molecules or ions with the total composition C4H8NO3 at a distorted geometry. The level of theory is ωB97M-V/def2-TZVPD.

For the orbital gap, the calculation gives 8.512 eV. The calculation puts the largest force on an atom at 1.1 eV Å⁻¹. Its electronic energy is -11913.044 eV.

Structure (ORCA input):
```
! wB97M-V def2-TZVPD RIJCOSX def2/J DEFGRID3
* xyz -1 1
C 0.16392 -2.03182 0.20404
C 0.12847 -1.89199 1.70628
O 0.78076 -2.60132 2.45884
N -0.67384 -0.88906 2.15331
H -0.54243 -0.61299 3.11172
H -0.83135 -0.14000 1.48595
H 0.75049 -1.22699 -0.22369
H -0.83995 -1.89398 -0.20445
H 0.45544 -3.05212 -0.03321
C 0.45189 2.55633 -1.76102
C -0.49768 1.44815 -1.23530
O -1.27137 0.88108 -2.02348
O -0.29745 1.16553 -0.01556
H 0.30946 2.76703 -2.82550
H 1.41726 2.05776 -1.63437
H 0.49640 3.46440 -1.16356
*
```

Here are the Mulliken charges for atoms 1 to 6, given in e: -0.855, 0.583, -0.671, -0.435, 0.242, 0.368

This record from the Open Molecules 2025 dataset describes 2 unconnected molecules or ions with the total composition C6H14O2 at a distorted geometry. The level of theory is ωB97M-V/def2-TZVPD.

For the orbital gap, the calculation gives 10.072 eV. The calculation puts the largest force on an atom at 4.9 eV Å⁻¹. Its SMILES is CCC/C=C/CO.O. Its electronic energy is -10541.758 eV.

Structure (ORCA input):
```
! wB97M-V def2-TZVPD RIJCOSX def2/J DEFGRID3
* xyz 0 1
C 1.21278 -1.73175 1.10767
C 2.27542 -0.70977 1.22949
C 1.91899 0.84581 1.25324
C -0.88574 1.14975 -1.33061
O -1.88925 0.26045 -0.77265
C 0.41060 1.02397 -0.71217
C 0.55665 1.02440 0.64876
H 0.82945 -1.61589 0.17493
H 1.58342 -2.77161 1.08441
H 0.44810 -1.66229 1.94551
H 2.86367 -0.88127 0.45747
H 2.85891 -0.94760 2.15098
H 2.00158 1.18353 2.35184
H 2.70347 1.34559 0.63909
H -1.21494 2.18273 -1.41271
H -0.80064 0.93966 -2.37865
H -1.44194 -0.45485 -0.40523
H 1.21194 0.95180 -1.35312
H -0.36125 1.14656 1.36800
H -4.65384 -1.14170 -1.83882
H -4.60868 0.27995 -1.82953
O -5.01872 -0.41746 -2.37791
*
```

Here are the Mulliken charges for atoms 1 to 6, given in e: -1.059, -0.547, -0.540, -0.631, -0.482, -0.635

This record from the Open Molecules 2025 dataset describes a molecular structure, C36H64ClN3O11P2S2 at a distorted geometry. The level of theory is ωB97M-V/def2-TZVPD.

For the orbital gap, the calculation gives 8.141 eV. The calculation puts the largest force on an atom at 3.0 eV Å⁻¹. Its electronic energy is -118130.158 eV.

Structure (ORCA input):
```
! wB97M-V def2-TZVPD RIJCOSX def2/J DEFGRID3
* xyz 0 1
C 4.61428 -3.72227 -0.40774
C 3.22901 -3.08855 -0.11389
C 3.23518 -1.51866 -0.16228
C 2.11082 -0.99176 -1.09638
C 2.56092 -1.42990 -2.52764
C 1.76607 0.52263 -0.95516
C 2.50721 1.24125 0.21414
C 4.00016 1.57273 0.04674
C 4.29047 3.01976 -0.37817
O 3.72354 3.96920 0.09921
O 5.27415 3.16793 -1.31421
O 0.38023 0.86278 -0.68978
C -0.57494 0.05830 -0.08697
P -1.89372 1.47713 0.08722
S -1.22254 2.94499 1.20846
C -0.36307 -0.35740 1.38790
Cl 0.56849 -1.90348 1.68395
C -1.50674 -0.29846 2.42451
C -2.82317 -1.06116 2.17884
C -1.24491 -0.95675 -1.15767
N -1.08891 -2.38373 -0.96987
S -1.97759 -3.41777 0.02475
P -0.48083 -3.29930 -2.30126
N 0.34700 -4.55993 -1.87320
N -2.53888 -0.42814 -1.69742
C -2.44491 0.05110 -3.07808
C -1.95842 -0.81888 -4.24694
O -2.83774 1.16060 -3.35976
C -3.70920 -1.28764 -1.65130
C -4.94485 -0.86995 -0.86034
O -3.79474 -2.31278 -2.29319
C 1.98966 1.28269 -2.29077
C 0.91572 1.81226 -2.98884
C 1.08058 2.50427 -4.16352
C 2.32489 2.71617 -4.71631
C 3.40497 2.19067 -4.05127
C 3.21806 1.49830 -2.88432
H 5.42622 -2.99518 -0.30881
H 4.59244 -4.14589 -1.41706
H 4.80405 -4.53867 0.29595
H 2.93743 -3.41189 0.89298
H 2.45004 -3.49638 -0.76612
H 4.22600 -1.24351 -0.53763
H 3.08565 -1.22596 0.87654
H 1.27308 -1.67034 -0.89531
H 1.86460 -1.11533 -3.30950
H 2.61541 -2.52382 -2.59155
H 3.58083 -1.07176 -2.68557
H 1.97627 2.18678 0.37781
H 2.40551 0.68604 1.15061
H 4.45232 1.51711 1.04951
H 4.57776 0.85889 -0.52664
H 6.04286 2.63370 -1.06243
H -3.15302 0.99002 0.45157
H -2.01393 2.06177 -1.18792
H 0.33026 0.39436 1.77797
H -1.07043 -0.73289 3.33078
H -1.74665 0.72443 2.72880
H -3.62629 -0.68938 2.81952
H -2.67760 -2.10976 2.45549
H -3.07569 -1.06609 1.11905
H -0.56086 -0.75536 -2.00043
H -1.06199 -4.30684 0.48620
H -1.62263 -3.60159 -3.08322
H 0.30944 -2.44316 -3.08787
H -0.14205 -5.37121 -2.24472
H -2.20968 -0.31961 -5.18356
H -2.42964 -1.80242 -4.27136
H -0.86381 -0.87018 -4.22246
H -4.91972 0.19965 -0.62021
H -5.85333 -1.09464 -1.40497
H -4.96048 -1.38222 0.10483
H -0.11037 1.71944 -2.65607
H 0.20326 2.88472 -4.67970
H 2.40733 3.27571 -5.64129
H 4.41071 2.29481 -4.44469
H 4.10012 1.08139 -2.41211
O 6.77967 0.93488 -0.62642
C 7.48249 0.22015 0.04541
O 7.29736 0.18966 1.36680
C 7.94146 -0.74362 2.24382
C 9.31770 -0.26290 2.65315
C 8.61142 -0.56735 -0.56855
H 7.96139 -1.74060 1.80147
H 7.30297 -0.80815 3.12307
H 9.98362 -0.16841 1.79487
H 9.76828 -0.95581 3.36385
H 9.25169 0.72212 3.11572
H 9.47796 0.08427 -0.67472
H 8.29563 -0.90483 -1.55350
H 8.89036 -1.45464 -0.00602
O -7.51284 -1.38038 0.17820
C -8.53281 -1.60439 -0.41565
O -9.61478 -0.84524 -0.17601
C -10.81788 -0.90871 -0.94734
C -11.73475 -2.01139 -0.45969
C -8.64554 -2.77689 -1.36154
H -10.59276 -0.99414 -2.01167
H -11.30565 0.05516 -0.81066
H -11.27405 -2.99407 -0.56441
H -12.66965 -2.00792 -1.02085
H -11.95913 -1.87531 0.59848
H -8.85306 -3.67699 -0.78436
H -7.69286 -2.89487 -1.87490
H -9.40441 -2.65589 -2.13084
O -0.75004 1.95856 5.69990
C -1.04607 3.11083 5.53712
O -0.31289 4.06977 6.13444
C -0.46637 5.46436 5.86431
C -1.57531 6.07472 6.69690
C -2.27189 3.50198 4.74908
H -0.60244 5.64018 4.79619
H 0.48390 5.92277 6.13481
H -2.54311 5.62869 6.46637
H -1.64013 7.14899 6.52001
H -1.38925 5.90339 7.75775
H -3.14651 3.43019 5.39610
H -2.37800 2.80474 3.92177
H -2.22333 4.49608 4.31169
*
```

Here are the Mulliken charges for atoms 1 to 6, given in e: -1.184, 0.053, -0.559, 1.785, -2.583, 1.859